1.
17
Properties=species:S:1:pos:R:3:forces:R:3 method="wB97M-V/def2-TZVPD" homo_energy_ev=-9.7 lumo_ev=0.878 energy_ha=-346.95853 charge=0 smiles="C/C=C/CC=O.O"
C 1.9850 0.7926 -1.3600 0.0 0.0 0.0
C 0.6464 0.1348 -1.1897 -0.1 -0.2 0.1
C 0.2927 -0.5990 -0.1344 0.1 0.1 -0.2
O -0.3533 1.8455 1.5822 -0.1 0.1 -0.1
C -1.0427 -1.2930 -0.0038 -0.1 0.0 -0.1
C -1.6302 -1.1205 1.3822 -0.2 0.2 0.0
O -2.4507 -0.2782 1.6658 0.4 -0.5 -0.1
H 1.8787 1.8551 -1.6059 0.0 -0.1 0.0
H 2.5916 0.7102 -0.4525 -0.1 0.0 -0.1
H 2.5370 0.3263 -2.1845 -0.1 0.1 0.1
H -0.1962 1.6060 0.6597 0.0 0.0 0.1
H -0.0674 0.2568 -2.0080 0.1 0.0 0.1
H 0.9942 -0.7249 0.6915 -0.1 0.0 -0.1
H -1.2667 1.5668 1.7333 0.1 0.1 0.0
H -0.9162 -2.3682 -0.1995 0.0 0.2 0.1
H -1.7522 -0.8852 -0.7298 0.1 -0.1 0.1
H -1.2501 -1.8253 2.1534 -0.1 0.2 0.0

---

2.
17
Properties=species:S:1:pos:R:3:forces:R:3 method="wB97M-V/def2-TZVPD" homo_energy_ev=-8.2 lumo_ev=0.844 energy_ha=-346.87804 charge=0 smiles=C[C@]1(O)C[C@@]1(C)O
C -2.0880 -0.5386 -0.1318 0.2 -0.1 -0.1
C -0.6501 0.0535 -0.2086 0.0 0.5 0.1
O -0.7184 1.1908 -1.0247 -0.5 0.8 0.2
C 0.0357 0.1100 1.1361 0.1 0.1 0.3
C 1.0295 0.1086 0.0564 -0.1 -0.5 0.0
C 1.9187 -0.9161 -0.5577 -0.1 -0.3 0.1
O 1.6587 1.3370 -0.1043 -0.4 0.0 -0.3
H -2.6698 0.3069 0.2972 0.2 -0.3 -0.2
H -2.5755 -0.7626 -1.0861 0.4 -0.1 0.0
H -2.2689 -1.3677 0.5632 0.5 0.0 -0.2
H -1.3187 1.8385 -0.6523 -0.5 0.3 0.1
H -0.0825 1.0018 1.7523 0.3 0.0 0.2
H -0.0173 -0.8225 1.6939 -0.4 0.1 -0.1
H 2.8894 -1.0003 -0.0579 -0.2 -0.1 0.1
H 1.3973 -1.8673 -0.6175 0.2 -0.2 0.0
H 2.1061 -0.5536 -1.5782 0.0 -0.2 0.2
H 1.3084 1.9633 0.5456 0.0 -0.2 -0.4

---

3.
17
Properties=species:S:1:pos:R:3:forces:R:3 method="wB97M-V/def2-TZVPD" homo_energy_ev=-9.0 lumo_ev=1.156 energy_ha=-346.84898 charge=0 smiles="C/C=C/OOCC"
C 2.5818 -1.0464 -0.3704 -0.1 0.1 -0.1
C 1.4609 -1.5944 0.4893 0.2 -0.2 0.0
O 0.2722 -0.8281 0.4881 0.1 -0.1 0.2
C -1.8480 0.6759 0.1951 0.2 0.0 0.0
C -2.3466 1.9984 0.6820 0.0 0.0 -0.1
C -0.9761 0.4959 -0.7913 -0.1 0.2 0.4
O -0.2633 -0.6896 -0.8755 0.1 0.2 0.1
H 2.7416 0.0184 -0.1709 0.0 -0.2 0.0
H 3.5076 -1.5860 -0.1367 -0.2 0.1 -0.1
H 2.3374 -1.1784 -1.4257 0.2 0.1 0.1
H 1.2536 -2.6439 0.2497 -0.1 0.1 -0.1
H 1.7536 -1.5645 1.5460 -0.2 0.1 -0.1
H -2.0771 -0.1933 0.8058 0.1 0.1 0.0
H -3.4376 2.0191 0.7674 0.1 0.1 0.0
H -1.9178 2.1617 1.6826 -0.2 0.0 -0.2
H -2.0103 2.8221 0.0438 -0.1 -0.1 0.0
H -0.6685 1.2945 -1.4707 0.1 -0.3 0.1

---

4.
17
Properties=species:S:1:pos:R:3:forces:R:3 method="wB97M-V/def2-TZVPD" homo_energy_ev=-9.7 lumo_ev=1.020 energy_ha=-346.97349 charge=0 smiles=OC[C@H]1CCCO1
O 2.7761 -0.4512 -0.8900 0.1 0.3 0.0
C 1.8237 -0.7498 0.1126 -0.3 -0.2 0.2
C 0.4421 -0.3061 -0.3360 0.0 -0.2 -0.1
C -0.7989 -0.8675 0.3526 0.0 -0.1 0.0
C -1.8135 0.2317 0.0276 -0.1 0.0 0.0
C -0.9607 1.4854 0.2107 -0.2 0.1 0.1
O 0.3593 1.1149 -0.1786 0.1 0.1 -0.1
H 2.6612 0.4836 -1.1088 0.1 -0.1 0.0
H 2.0801 -0.2600 1.0641 -0.1 -0.1 -0.1
H 1.8592 -1.8342 0.2600 -0.1 0.1 -0.1
H 0.3966 -0.5471 -1.4095 -0.1 0.1 0.1
H -0.6593 -0.9552 1.4380 0.1 0.0 -0.1
H -1.0799 -1.8490 -0.0402 0.1 0.1 0.1
H -2.7080 0.2225 0.6566 0.2 0.0 0.0
H -2.1303 0.1448 -1.0190 0.0 0.0 0.2
H -0.9588 1.8062 1.2632 0.1 0.0 -0.2
H -1.2890 2.3310 -0.4032 0.0 -0.1 0.1